23
Properties=species:S:1:pos:R:3 method="wB97M-V/def2-TZVPD" gap_ha=0.3656 lumo_energy_ev=0.5588 largest_force_ev_per_a=4.9 e_tot_ev=-23879.9947 e_above_lowest_ev=4.460
S -2.027 0.697 -0.294
O -2.574 0.547 -1.659
N -1.165 -2.870 -0.234
C -0.793 -1.776 -0.169
C 1.668 -1.241 -1.214
C 0.710 -0.223 -1.624
C 1.255 1.069 -1.107
C -0.542 -0.417 -0.175
C 2.371 -0.789 -0.152
C 0.360 0.206 0.917
C 1.754 0.535 0.221
C -3.182 -0.256 0.787
H 0.559 1.833 -0.993
H -0.028 1.157 1.098
H 0.141 -0.389 -2.508
H 1.632 -2.268 -1.773
H -2.807 -0.806 1.580
H 2.315 1.172 0.784
H -3.822 0.631 0.923
H 1.955 1.386 -1.729
H 0.533 -0.248 1.771
H 3.126 -1.273 0.628
H -3.618 -1.025 0.117

---

14
Properties=species:S:1:pos:R:3 method="wB97M-V/def2-TZVPD" gap_ha="0.2800 / 0.2800" lumo_energy_ev="0.6950 / 0.6851" largest_force_ev_per_a=1.0 e_tot_ev=-9955.7059 e_above_lowest_ev=3.076
F 1.925 1.494 0.367
N -0.156 0.685 -0.215
N -0.038 -1.750 1.367
C 0.593 1.717 0.147
C 0.396 -1.695 0.201
C -1.479 0.671 -0.226
C 0.519 -0.502 -0.724
H -0.360 -0.866 1.759
H 1.583 -0.288 -0.863
H -2.024 1.525 0.122
H 0.745 -2.622 -0.247
H 0.093 -0.774 -1.692
H 0.199 2.537 0.714
H -1.996 -0.132 -0.708

---

22
Properties=species:S:1:pos:R:3 method="wB97M-V/def2-TZVPD" gap_ha="0.3782 / 0.2386" lumo_energy_ev="0.5336 / -3.2190" largest_force_ev_per_a=2.7 e_tot_ev=-12003.7842 e_above_lowest_ev=2.720 multiplicity=2 s2=0.755
O -3.009 2.047 2.415
O -1.411 1.353 0.397
O -0.594 -0.754 1.375
N -0.769 -0.553 -1.104
C 0.768 -0.842 1.400
C 1.552 -0.726 0.041
C 1.216 -0.490 -2.488
C 0.635 -0.217 -1.079
H -0.969 -1.413 -0.584
H 2.257 -0.228 -2.511
H 2.264 -1.471 -0.241
H 1.222 -0.096 2.045
H -3.060 1.221 2.909
H -2.409 1.825 1.644
H -0.841 2.127 0.419
H 2.290 0.121 0.080
H 0.950 -1.529 -2.746
H 1.110 -1.728 1.986
H 0.544 -0.011 -3.201
H 0.549 0.926 -0.958
H -0.955 0.156 0.922
H -1.339 0.282 -0.722

---

32
Properties=species:S:1:pos:R:3 method="wB97M-V/def2-TZVPD" smiles="O=c1c2ccccc2c(=O)c2c1ccc1c2[nH][nH]n1S(=O)(=O)O" gap_ha=0.2512 lumo_energy_ev=-1.3372 largest_force_ev_per_a=5.8 e_tot_ev=-40202.3165 e_above_lowest_ev=1.503
S -2.274 -0.536 -4.455
O -3.381 0.417 -4.522
O -1.132 -0.189 -5.325
O -1.286 -0.681 2.102
O -3.183 -1.814 -4.987
O 3.620 0.238 0.358
N -2.282 -0.518 -0.578
N -1.908 -0.784 -2.712
N -2.953 -1.003 -1.781
C -0.742 -0.482 -2.050
C -0.964 -0.322 -0.747
C 2.949 1.055 3.172
C 0.249 0.790 3.719
C 1.700 -0.112 -1.602
C 0.706 0.340 2.527
C -0.223 -0.271 1.563
C 2.086 0.430 2.200
C 0.073 -0.312 0.179
C 2.455 1.505 4.383
C 1.431 -0.114 -0.204
C 0.593 -0.377 -2.481
C 2.455 0.174 0.805
C 1.072 1.410 4.655
H -0.776 0.882 4.013
H 4.015 1.115 3.011
H 2.659 0.198 -2.005
H 3.105 1.889 5.199
H -3.089 -2.031 -1.647
H -3.991 -1.389 -5.155
H 0.706 1.863 5.553
H 0.889 -0.391 -3.526
H -2.582 -0.982 0.339

---

46
Properties=species:S:1:pos:R:3 method="wB97M-V/def2-TZVPD" gap_ha=0.3186 lumo_energy_ev=-2.7429 largest_force_ev_per_a=0.1 e_tot_ev=-33887.2902 e_above_lowest_ev=0.000 total_charge=+1
Pd 0.112 -0.467 -0.215
O -2.981 -0.443 -0.620
O 0.116 1.535 -0.716
O 0.806 -1.538 -2.846
N -1.083 -0.918 -1.773
N 3.099 0.744 3.152
N -2.024 2.121 -0.185
N -0.485 3.672 -0.939
N -3.187 -1.257 -2.727
N 1.430 0.007 1.353
N 0.090 -3.510 0.166
C 0.118 -2.364 0.078
C 0.804 1.004 2.268
C -0.408 -1.415 -2.885
C -0.797 2.400 -0.624
C -4.640 -1.169 -2.609
C -2.431 -0.853 -1.649
C 2.644 0.611 0.724
C 1.847 1.473 3.314
C -1.252 -1.776 -4.009
C -2.583 -1.690 -3.881
C 1.869 -1.159 2.171
C 2.840 -0.683 3.281
C 3.651 1.017 1.830
H 1.475 1.312 4.326
H 3.059 -0.132 0.042
H 2.315 1.461 0.133
H -2.730 2.837 -0.182
H 3.883 2.080 1.766
H 2.349 -1.867 1.495
H 4.586 0.469 1.722
H -1.181 4.391 -1.004
H -5.085 -1.640 -3.481
H 2.052 2.538 3.203
H -0.058 0.522 2.731
H 0.977 -1.628 2.586
H 2.419 -0.871 4.269
H 0.048 -4.509 0.199
H -4.960 -0.130 -2.554
H 0.427 3.847 -1.322
H -3.260 -1.965 -4.677
H -0.789 -2.131 -4.916
H 3.785 -1.221 3.217
H -2.344 1.143 -0.161
H 0.445 1.831 1.661
H -4.971 -1.680 -1.709

---

88
Properties=species:S:1:pos:R:3 method="wB97M-V/def2-TZVPD" gap_ha=0.2265 lumo_energy_ev=-0.5629 largest_force_ev_per_a=0.2 e_tot_ev=-149474.0596 e_above_lowest_ev=0.145
Pb 0.919 0.480 -1.194
As -1.593 1.542 -0.593
S 0.273 -7.129 2.654
S 1.178 3.802 -0.066
Si -2.288 1.510 -2.820
Si -3.277 0.281 0.411
O -0.107 -8.426 2.159
O 2.593 -6.667 -1.353
O -0.746 -6.193 3.068
O 2.111 1.513 1.517
O 3.419 -5.234 -2.745
N 0.790 -2.607 -0.946
N 2.644 -5.558 -1.869
N 1.615 2.772 -1.195
N 0.746 -4.774 -0.469
C -0.941 -3.330 0.688
C -1.125 2.667 -3.738
C 1.762 -3.221 -1.667
C 0.605 7.116 -2.358
C 1.819 -6.063 4.684
C -2.796 -0.185 2.167
C 5.019 4.589 0.905
C 0.468 5.218 -0.906
C 2.515 5.664 1.453
C 3.888 4.020 0.334
C 1.561 0.517 1.086
C 1.237 -6.314 1.394
C 0.195 -3.557 -0.241
C 1.235 6.104 -1.651
C 4.901 5.687 1.742
C -2.189 -0.175 -3.643
C -0.779 7.240 -2.313
C 1.346 -0.662 2.015
C 2.651 4.574 0.602
C -4.779 1.398 0.570
C 1.754 -4.555 -1.387
C -1.536 6.352 -1.562
C -3.810 -1.266 -0.520
C 3.648 6.222 2.019
C 1.419 -7.356 3.993
C -4.042 2.156 -3.013
C -0.915 5.332 -0.855
C 0.333 -6.002 0.200
H 2.314 6.009 -1.673
H -2.492 0.704 2.724
H -4.537 2.286 1.157
H 2.071 -6.954 1.114
H -0.099 2.294 -3.704
H -4.774 1.458 -2.603
H 2.418 -2.693 -2.339
H -0.712 -3.654 1.705
H -1.976 -0.902 2.213
H 2.267 -7.902 3.576
H 2.400 -5.415 4.027
H 0.887 -8.037 4.659
H 0.337 -6.822 -0.509
H 1.536 6.077 1.663
H 5.993 4.163 0.702
H -1.837 -3.863 0.364
H -4.165 3.113 -2.502
H -1.176 -0.578 -3.581
H -0.688 -5.840 0.539
H 3.948 3.141 -0.294
H 5.784 6.125 2.187
H 1.685 -1.582 1.531
H -4.450 -1.889 0.111
H -2.866 -0.891 -3.175
H -5.595 0.870 1.071
H 1.866 -0.507 2.962
H -1.266 8.033 -2.864
H 0.937 -5.518 5.014
H 2.072 3.204 -1.992
H -5.138 1.729 -0.405
H -4.380 -1.000 -1.412
H -3.651 -0.631 2.682
H 1.612 -5.391 1.839
H -1.493 4.609 -0.291
H 0.274 -0.767 2.198
H -1.415 2.754 -4.789
H -1.132 3.665 -3.294
H -2.613 6.448 -1.528
H -2.955 -1.863 -0.839
H 2.435 -6.287 5.553
H -1.155 -2.265 0.686
H 1.193 7.810 -2.943
H -2.458 -0.097 -4.701
H -4.279 2.301 -4.071
H 3.554 7.074 2.680

---

Please write out number 3 again, unchanged.
22
Properties=species:S:1:pos:R:3 method="wB97M-V/def2-TZVPD" gap_ha="0.3782 / 0.2386" lumo_energy_ev="0.5336 / -3.2190" largest_force_ev_per_a=2.7 e_tot_ev=-12003.7842 e_above_lowest_ev=2.720 multiplicity=2 s2=0.755
O -3.009 2.047 2.415
O -1.411 1.353 0.397
O -0.594 -0.754 1.375
N -0.769 -0.553 -1.104
C 0.768 -0.842 1.400
C 1.552 -0.726 0.041
C 1.216 -0.490 -2.488
C 0.635 -0.217 -1.079
H -0.969 -1.413 -0.584
H 2.257 -0.228 -2.511
H 2.264 -1.471 -0.241
H 1.222 -0.096 2.045
H -3.060 1.221 2.909
H -2.409 1.825 1.644
H -0.841 2.127 0.419
H 2.290 0.121 0.080
H 0.950 -1.529 -2.746
H 1.110 -1.728 1.986
H 0.544 -0.011 -3.201
H 0.549 0.926 -0.958
H -0.955 0.156 0.922
H -1.339 0.282 -0.722